# 1
Molecular formula: C63H71Ge2INS5SbSc
Method: DFT, the ωB97M-V functional and the def2-TZVPD basis

Last column: Mulliken charge in e.
Positions of all 145 atoms, in Å:
Sc 1.94 0.72 -1.74  -0.207
C 3.98 0.28 5.43  -1.758
C 3.02 1.31 4.88  0.546
C 3.46 2.31 4.03  -0.841
C 2.58 3.26 3.49  1.242
C 3.13 4.38 2.65  -1.681
C 1.22 3.16 3.79  0.507
C 0.77 2.21 4.72  0.953
C -0.68 2.17 5.14  -1.322
C 1.68 1.29 5.25  -0.362
C 0.20 4.06 3.15  -0.274
C -0.07 5.30 3.74  0.054
C -1.05 6.13 3.23  -1.031
C -1.78 5.73 2.12  0.100
C -1.53 4.51 1.50  -0.765
C -0.54 3.65 2.02  -0.665
Ge 0.05 2.01 1.06  0.137
S 1.46 2.80 -0.40  -0.306
S 0.97 0.29 2.22  -0.255
Ge -0.15 -1.01 0.73  -0.627
S 0.90 -1.47 -1.12  0.511
S -1.58 0.66 0.22  0.065
C -0.81 -2.64 1.71  0.406
C -0.28 -3.93 1.43  -0.554
C -0.63 -5.02 2.23  -0.134
C -1.52 -4.89 3.28  -1.091
C -2.07 -3.65 3.53  0.040
C -1.73 -2.53 2.77  -1.139
C -2.49 -1.29 3.18  1.977
C -3.67 -0.97 2.51  0.422
C -4.12 -1.68 1.26  -1.786
C -4.48 0.04 3.03  -0.694
C -4.17 0.71 4.20  0.816
C -5.05 1.81 4.74  -1.719
C -3.01 0.34 4.87  -0.542
C -2.15 -0.64 4.38  0.157
C -0.90 -0.98 5.16  -2.019
C 0.62 -4.30 0.28  0.415
C 2.01 -4.25 0.40  1.468
C 2.69 -3.72 1.64  -1.790
C 2.79 -4.66 -0.68  -0.916
C 2.22 -5.14 -1.85  0.928
C 3.08 -5.50 -3.04  -1.640
C 0.83 -5.22 -1.93  -0.882
C 0.02 -4.79 -0.88  0.883
C -1.48 -4.83 -1.03  -1.576
C -2.36 4.17 0.29  0.494
C -1.97 4.60 -0.98  1.134
C -0.76 5.48 -1.20  -1.823
C -2.75 4.24 -2.08  -0.941
C -3.91 3.49 -1.94  0.660
C -4.70 3.06 -3.15  -1.653
C -4.32 3.15 -0.65  -0.859
C -3.57 3.48 0.46  1.147
C -4.02 3.07 1.84  -1.082
H 4.93 0.32 4.91  0.342
H 3.57 -0.73 5.32  0.325
H 4.16 0.45 6.49  0.368
H 4.51 2.37 3.76  0.280
H 4.21 4.47 2.78  0.510
H 2.67 5.33 2.92  0.319
H 2.94 4.22 1.59  0.158
H -1.31 1.81 4.33  -0.306
H -1.03 3.16 5.42  0.422
H -0.81 1.50 6.00  0.646
H 1.32 0.54 5.95  0.427
H 0.51 5.59 4.61  0.479
H -1.25 7.09 3.70  0.401
H -2.55 6.37 1.71  0.498
H -0.19 -5.99 2.00  0.459
H -1.79 -5.75 3.88  0.405
H -2.80 -3.52 4.33  0.525
H -3.70 -2.69 1.19  0.304
H -3.79 -1.13 0.37  0.166
H -5.20 -1.76 1.23  0.551
H -5.40 0.30 2.50  0.328
H -5.96 1.91 4.15  0.342
H -4.53 2.77 4.72  0.240
H -5.33 1.61 5.78  0.461
H -2.76 0.83 5.81  0.466
H -0.87 -0.43 6.10  0.519
H -0.02 -0.72 4.58  0.051
H -0.84 -2.05 5.38  0.606
H 1.99 -3.25 2.33  0.204
H 3.43 -2.96 1.36  0.268
H 3.21 -4.52 2.17  0.455
H 3.87 -4.58 -0.61  0.369
H 4.05 -5.89 -2.73  0.424
H 3.26 -4.61 -3.66  0.210
H 2.59 -6.24 -3.68  0.400
H 0.37 -5.60 -2.83  0.288
H -1.76 -5.26 -1.99  0.420
H -1.90 -3.82 -0.97  0.110
H -1.95 -5.42 -0.23  0.418
H -0.02 5.37 -0.42  0.223
H -1.07 6.53 -1.23  0.359
H -0.28 5.24 -2.16  0.377
H -2.41 4.52 -3.07  0.360
H -4.13 3.24 -4.06  0.361
H -5.65 3.60 -3.21  0.329
H -4.93 1.99 -3.10  0.339
H -5.24 2.59 -0.52  0.379
H -5.04 2.67 1.80  0.527
H -4.01 3.92 2.53  0.285
H -3.37 2.30 2.25  -0.140
S 6.50 0.29 -0.52  -0.433
C 5.64 0.35 0.96  -0.532
C 4.30 0.41 0.77  0.133
C 3.89 0.40 -0.61  -0.458
C 5.00 0.34 -1.41  0.509
C 4.96 0.32 -2.87  1.286
C 6.09 0.13 -3.67  -0.838
C 5.97 0.14 -5.04  -0.416
C 4.71 0.32 -5.61  -0.886
C 3.64 0.49 -4.76  0.216
N 3.75 0.49 -3.43  0.546
H 6.18 0.34 1.90  0.444
H 3.60 0.46 1.60  0.370
H 7.06 -0.01 -3.19  0.372
H 6.84 -0.01 -5.66  0.416
H 4.56 0.34 -6.68  0.444
H 2.64 0.64 -5.15  -0.359
I 0.43 1.86 -3.90  -0.767
C 0.86 -4.04 -7.06  -1.198
C -0.11 -3.67 -5.93  -0.643
Sb 0.43 -1.79 -4.98  0.060
C -1.41 -1.66 -3.85  0.495
C -2.71 -1.81 -4.66  -1.270
C -0.31 -0.66 -6.69  -0.787
C 0.81 -0.06 -7.55  -1.080
H 0.63 -5.02 -7.50  0.382
H 1.89 -4.07 -6.71  0.260
H 0.82 -3.30 -7.87  0.274
H -0.12 -4.45 -5.17  0.211
H -1.13 -3.58 -6.32  0.399
H -1.38 -0.70 -3.33  0.053
H -1.34 -2.43 -3.08  -0.299
H -2.79 -1.04 -5.43  0.286
H -3.58 -1.71 -4.00  0.384
H -2.78 -2.79 -5.14  0.307
H -0.94 0.13 -6.29  0.441
H -0.93 -1.35 -7.27  0.453
H 1.33 0.73 -7.00  0.183
H 0.41 0.39 -8.47  0.405
H 1.55 -0.81 -7.85  0.254

The HOMO energy comes out at -5.3 eV. The value obtained for the energy above the lowest of the compared OMol25 structures with the same formula, charge and spin is 41.97 kJ/mol. The total charge is -1.

# 2
Molecular formula: C63H76N11O6P2S4SiSr
Method: DFT, the ωB97M-V functional and the def2-TZVPD basis

Last column: Mulliken charge in e.
Positions of all 164 atoms, in Å:
Sr -1.06 0.87 -1.17  1.631
C -0.01 2.22 3.00  -1.339
Si 0.33 0.82 1.79  1.330
C 2.25 0.93 1.75  0.365
C 2.81 2.21 1.96  -0.685
C 4.17 2.47 1.81  -0.554
C 5.03 1.46 1.40  -1.634
C 4.51 0.19 1.15  -0.040
C 3.15 -0.11 1.31  0.344
P 2.49 -1.79 0.88  -0.009
C 2.55 -1.82 -0.97  2.006
C 2.06 -3.22 -1.48  0.283
C 3.22 -4.02 -2.07  -0.706
C 3.75 -3.31 -3.34  -0.978
C 3.77 -1.77 -3.17  -0.682
C 3.84 -1.39 -1.69  0.213
C 3.73 -3.04 1.44  0.778
C 5.22 -3.05 1.08  -0.577
C 5.84 -4.40 1.48  -1.047
C 5.29 -4.92 2.84  -0.710
C 4.78 -3.75 3.69  -0.954
C 3.58 -3.08 2.99  -0.309
C 0.03 -0.65 2.94  0.102
C 0.72 -0.68 4.16  -0.201
C 0.67 -1.78 5.01  -1.128
C -0.04 -2.92 4.62  -1.148
C -0.72 -2.91 3.40  0.208
C -0.74 -1.76 2.60  0.324
P -1.77 -1.67 1.10  0.185
C -1.83 -3.37 0.38  0.241
C -2.13 -3.21 -1.14  0.826
C -1.99 -4.53 -1.90  0.422
C -2.92 -5.59 -1.30  -0.978
C -2.65 -5.75 0.20  -1.382
C -2.79 -4.42 0.95  -0.118
C -3.41 -1.45 1.93  1.806
C -4.54 -1.38 0.91  -0.461
C -5.85 -0.94 1.58  -0.019
C -6.18 -1.76 2.87  -1.108
C -5.19 -2.91 3.07  -0.959
C -3.75 -2.38 3.13  -0.527
H 0.57 2.14 3.94  0.480
H -1.09 2.29 3.23  0.207
H 0.24 3.17 2.51  0.057
H 2.16 3.03 2.27  0.178
H 4.56 3.48 2.02  0.415
H 6.10 1.65 1.28  0.404
H 5.19 -0.58 0.78  0.268
H 1.80 -1.09 -1.20  -1.425
H 1.29 -3.09 -2.27  -0.121
H 1.58 -3.78 -0.66  0.211
H 2.90 -5.04 -2.31  0.565
H 4.03 -4.10 -1.32  -0.184
H 3.12 -3.58 -4.19  0.327
H 4.76 -3.68 -3.57  0.390
H 2.86 -1.33 -3.60  -0.016
H 4.61 -1.34 -3.71  0.592
H 3.97 -0.32 -1.60  -0.474
H 4.72 -1.87 -1.24  -0.211
H 3.30 -3.97 1.03  0.511
H 5.73 -2.24 1.62  0.494
H 5.40 -2.89 0.02  -0.182
H 6.93 -4.30 1.53  0.504
H 5.62 -5.14 0.69  0.229
H 6.07 -5.47 3.37  0.462
H 4.47 -5.62 2.67  0.314
H 5.60 -3.03 3.84  0.352
H 4.48 -4.10 4.68  0.477
H 3.48 -2.06 3.38  -0.006
H 2.66 -3.61 3.25  0.167
H 1.36 0.18 4.43  0.251
H 1.21 -1.77 5.96  0.297
H -0.06 -3.81 5.25  0.350
H -1.25 -3.81 3.09  -0.158
H -0.80 -3.74 0.48  1.042
H -1.48 -2.45 -1.56  -0.860
H -3.17 -2.84 -1.26  -0.074
H -0.95 -4.87 -1.83  0.230
H -2.22 -4.38 -2.96  -0.827
H -2.79 -6.54 -1.81  0.457
H -3.96 -5.27 -1.44  0.342
H -1.63 -6.13 0.34  0.355
H -3.33 -6.49 0.63  0.525
H -2.62 -4.59 2.01  0.469
H -3.83 -4.06 0.84  -0.263
H -3.29 -0.43 2.28  -1.123
H -4.69 -2.35 0.42  0.439
H -4.29 -0.67 0.13  -0.771
H -6.67 -1.03 0.85  0.744
H -5.78 0.13 1.82  -0.420
H -7.20 -2.15 2.82  0.479
H -6.12 -1.10 3.75  0.347
H -5.29 -3.63 2.24  0.258
H -5.42 -3.44 3.99  0.572
H -3.06 -3.22 3.20  0.024
H -3.64 -1.81 4.06  0.281
N -1.27 2.72 -2.70  0.718
C -2.55 2.57 -2.11  0.544
N -2.70 2.39 -0.85  0.130
C -4.05 2.39 -0.49  -0.700
C -4.90 2.59 -1.52  -0.173
S -4.02 2.81 -2.97  -0.391
C -4.39 2.27 0.94  -0.889
C -5.51 2.73 1.52  -0.251
S -5.47 2.39 3.20  -0.324
C -3.90 1.66 3.01  0.313
N -3.46 1.67 1.78  0.692
N -3.28 1.01 4.05  -0.079
H -0.64 1.91 -2.69  -0.909
H -1.31 3.00 -3.66  0.449
H -5.99 2.60 -1.51  0.466
H -6.36 3.26 1.07  0.471
H -3.42 1.36 4.98  0.272
H -2.34 0.68 3.85  -0.236
O 3.62 11.34 -0.67  -0.688
S 3.03 10.55 -1.74  1.178
O 3.68 9.30 -2.01  -0.653
O 2.61 11.30 -2.90  -0.694
C 1.45 10.06 -1.00  0.098
N 0.63 11.05 -0.60  -0.516
C -0.49 10.67 0.00  -0.280
C -0.82 9.34 0.22  -0.668
C 0.07 8.40 -0.25  0.319
N 1.20 8.75 -0.85  -0.350
C -0.16 6.91 -0.08  1.430
C 0.88 6.02 -0.25  -1.121
C 0.65 4.67 -0.05  -0.368
N -0.55 4.16 0.29  0.428
C -1.55 5.03 0.43  -0.180
C -1.41 6.40 0.26  -1.377
H -1.16 11.46 0.33  0.393
H -1.73 9.07 0.74  0.298
H 1.86 6.40 -0.54  0.710
H 1.46 3.95 -0.16  0.492
H -2.52 4.61 0.70  0.250
H -2.27 7.05 0.38  0.284
O -4.71 -1.10 -2.53  -0.629
C -3.61 -1.02 -2.94  -1.074
N -2.61 -0.02 -2.52  -0.114
S -1.44 -0.02 -3.62  2.165
O -1.65 0.82 -4.76  -0.900
O -0.12 0.12 -2.95  -0.710
C -1.68 -1.67 -4.19  0.350
C -0.87 -2.47 -4.97  -0.578
C -1.42 -3.66 -5.43  -0.583
C -2.75 -3.99 -5.15  -0.869
C -3.55 -3.16 -4.37  -0.302
C -2.99 -2.00 -3.89  0.402
H 0.16 -2.20 -5.19  0.567
H -0.81 -4.33 -6.02  0.432
H -3.16 -4.92 -5.54  0.387
H -4.59 -3.40 -4.15  0.531
N 5.21 2.04 -1.81  -0.145
C 4.04 2.39 -2.43  -0.059
C 2.78 2.20 -1.81  0.358
N 1.66 2.59 -2.43  0.620
C 1.78 3.12 -3.65  -0.484
C 3.01 3.25 -4.25  -0.758
N 4.14 2.89 -3.65  -0.709
H 5.21 1.97 -0.80  0.079
H 6.04 2.42 -2.23  0.259
H 2.70 1.77 -0.82  0.115
H 0.88 3.47 -4.15  0.419
H 3.10 3.68 -5.25  0.386

The HOMO energy comes out at -4.4 eV. The value obtained for the energy above the lowest of the compared OMol25 structures with the same formula, charge and spin is 410.51 kJ/mol. The total charge is -1.